Record 1
{
  "formula": "C2H2F3P",
  "method": "the ωB97M-V functional and the def2-TZVPD basis",
  "total_energy_ha": -718.213790,
  "relative_energy_ev": 2.859,
  "fmax_ev_per_a": 2.8,
  "homo_lumo_gap_ev": [7.37, 8.72],
  "symbols": ["C", "C", "F", "F", "F", "P", "H", "H"],
  "coordinates": [[0.985, 0.301, 0.490], [-0.427, 0.287, 0.251], [1.793, 0.411, -0.590], [-0.860, 1.457, -0.286], [-0.903, 0.115, 1.577], [-1.145, -1.365, -0.649], [1.327, -0.185, 1.335], [-0.770, -1.021, -2.127]]
}

Record 2
{
  "formula": "C2H2F4O",
  "method": "the ωB97M-V functional and the def2-TZVPD basis",
  "total_energy_ha": -551.905989,
  "relative_energy_ev": 5.698,
  "fmax_ev_per_a": 4.8,
  "homo_lumo_gap_ev": 9.57,
  "symbols": ["C", "C", "O", "F", "F", "F", "F", "H", "H"],
  "coordinates": [[0.125, -0.675, 1.015], [1.037, 0.398, -0.527], [-0.779, -1.251, 0.280], [1.063, -1.617, 1.426], [2.047, 1.047, 0.000], [0.075, 1.220, -0.952], [-1.914, -1.810, 1.115], [0.092, -0.032, 1.843], [1.384, -0.423, -1.308]]
}

Record 3
{
  "formula": "C2H2F5S",
  "method": "the ωB97M-V functional and the def2-TZVPD basis",
  "total_energy_ha": -974.588790,
  "fmax_ev_per_a": 1.6,
  "total_charge": 1,
  "homo_lumo_gap_ev": 13.03,
  "symbols": ["F", "C", "F", "F", "C", "F", "F", "S", "H", "H"],
  "coordinates": [[1.270, -0.748, 1.274], [1.154, -0.270, 0.049], [2.237, 0.369, -0.332], [0.901, -1.282, -0.793], [-0.066, 0.722, 0.032], [-0.298, 1.176, 1.252], [0.112, 1.731, -0.780], [-1.669, -0.099, -0.497], [-2.330, -0.254, 0.673], [-1.311, -1.346, -0.878]]
}

Record 4
{
  "formula": "C2H2F6NP",
  "method": "the ωB97M-V functional and the def2-TZVPD basis",
  "total_energy_ha": -1072.692378,
  "relative_energy_ev": 0.000,
  "fmax_ev_per_a": 3.3,
  "homo_lumo_gap_ev": 9.90,
  "symbols": ["C", "C", "N", "F", "F", "F", "F", "F", "F", "P", "H", "H"],
  "coordinates": [[-0.589, -1.563, -0.193], [0.135, 1.132, -0.942], [0.271, 0.722, 1.659], [-0.325, -2.410, 0.800], [0.481, -1.689, -1.039], [-1.624, -2.081, -0.861], [0.245, 2.483, -1.084], [1.334, 0.612, -0.764], [-0.411, 0.638, -2.029], [-0.928, 0.658, 0.557], [1.105, 0.865, 1.222], [0.306, 0.633, 2.674]]
}

Record 5
{
  "formula": "C2H2FHgMgO2",
  "method": "the ωB97M-V functional and the def2-TZVPD basis",
  "total_energy_ha": -680.356890,
  "relative_energy_ev": 0.000,
  "fmax_ev_per_a": 6.0,
  "total_charge": 2,
  "homo_lumo_gap_ev": [4.36, 4.68],
  "spin_multiplicity": 2,
  "symbols": ["H", "O", "C", "C", "O", "Hg", "Mg", "F", "H"],
  "coordinates": [[1.146, 0.141, 1.389], [0.774, 1.400, -0.694], [0.608, 0.868, 0.432], [0.111, -0.567, 0.421], [-0.887, -0.777, -0.356], [-0.380, 1.021, -2.472], [-2.023, -2.317, -0.554], [-0.199, 1.614, 1.319], [0.850, -1.382, 0.514]]
}

Record 6
{
  "formula": "C2H2FHgO",
  "method": "the ωB97M-V functional and the def2-TZVPD basis",
  "total_energy_ha": -405.716299,
  "relative_energy_ev": 1.169,
  "fmax_ev_per_a": 4.5,
  "homo_lumo_gap_ev": [6.69, 5.90],
  "spin_multiplicity": 2,
  "symbols": ["C", "C", "O", "H", "F", "H", "Hg"],
  "coordinates": [[0.629, -0.444, -0.072], [-0.601, -0.304, 0.551], [-0.952, 0.297, -0.666], [1.122, -1.317, -0.495], [1.435, 0.706, -0.081], [-1.116, -1.258, 0.753], [-0.518, 2.320, 0.010]]
}